[1]
The following is a DFT calculation (ωB97M-V with the def2-TZVPD basis set) of a structure of composition C50H68BCsN9S4Se4.

Values from the calculation:
Net charge   -1
Highest occupied orbital energy   -2.78 eV

Element x y z (Å)
Cs -2.398 1.964 -2.405
C 1.666 4.479 -1.636
C 1.701 3.370 -0.637
C 2.775 2.554 -0.530
C 2.775 1.496 0.426
N 1.728 1.219 1.124
N 0.646 2.050 1.053
B -0.414 1.635 2.075
N -0.809 2.696 3.144
N 0.322 2.906 3.877
C 0.353 3.827 4.782
C -0.790 4.643 5.015
C -1.933 4.425 4.338
C -3.119 5.307 4.566
C -1.999 3.355 3.343
S -3.404 3.037 2.516
C 1.673 3.979 5.546
C 1.631 5.160 6.514
C 2.814 4.183 4.539
C 1.915 2.695 6.340
N 0.000 0.265 2.831
N 1.027 -0.177 3.524
C 0.904 -1.379 4.042
C -0.316 -2.110 3.926
C -1.345 -1.660 3.188
C -2.660 -2.354 3.014
C -1.101 -0.411 2.555
S -1.997 0.550 1.474
C 2.093 -2.023 4.759
C 2.369 -3.380 4.096
C 3.366 -1.184 4.653
C 1.736 -2.231 6.240
C 0.586 3.175 0.271
S -0.676 4.263 0.437
C 4.035 0.725 0.839
C 5.204 0.952 -0.118
C 3.723 -0.775 0.927
C 4.428 1.255 2.228
H 2.660 4.641 -2.051
H 1.285 5.396 -1.188
H 0.998 4.217 -2.463
H 3.623 2.688 -1.186
H -0.748 5.446 5.741
H -2.933 5.977 5.408
H -4.017 4.718 4.743
H -3.315 5.896 3.667
H 1.465 6.107 5.993
H 2.589 5.232 7.036
H 0.847 5.039 7.269
H 2.636 5.067 3.920
H 2.895 3.320 3.874
H 3.764 4.316 5.067
H 1.139 2.556 7.102
H 2.888 2.734 6.843
H 1.892 1.842 5.667
H -0.410 -3.063 4.436
H -2.573 -3.422 3.214
H -3.053 -2.206 2.006
H -3.397 -1.931 3.701
H 2.589 -3.249 3.032
H 1.524 -4.068 4.191
H 3.237 -3.850 4.565
H 3.664 -1.058 3.613
H 4.171 -1.698 5.185
H 3.247 -0.191 5.081
H 0.854 -2.868 6.365
H 1.535 -1.274 6.729
H 2.570 -2.712 6.758
H 4.920 0.732 -1.147
H 6.035 0.299 0.172
H 5.564 1.985 -0.071
H 3.585 -1.174 -0.086
H 2.813 -0.942 1.513
H 4.555 -1.309 1.401
H 4.638 2.328 2.178
H 5.330 0.747 2.589
H 3.615 1.107 2.941
Se 2.838 0.712 -3.958
Se 0.582 1.321 -4.173
Se 0.108 3.419 -5.179
Se -2.111 2.894 -5.521
C 0.620 -3.794 -6.871
C -0.168 -2.521 -7.219
C 0.656 -1.309 -6.799
C -0.369 -2.467 -8.743
C -1.531 -2.552 -6.519
C -2.441 -3.582 -6.831
C -3.701 -3.640 -6.263
C -4.061 -2.658 -5.342
S -5.547 -2.424 -4.492
C -4.863 -0.986 -3.699
N -3.633 -0.746 -4.032
C -3.167 -1.648 -4.985
C -1.906 -1.585 -5.595
C -5.687 -0.221 -2.725
C -7.083 -0.388 -2.748
C -7.877 0.274 -1.826
C -7.263 1.102 -0.887
C -5.880 1.268 -0.903
C -5.013 0.618 -1.812
H 1.599 -3.784 -7.362
H 0.090 -4.700 -7.178
H 0.786 -3.855 -5.789
H 1.626 -1.329 -7.307
H 0.861 -1.277 -5.725
H 0.161 -0.367 -7.049
H 0.603 -2.407 -9.245
H -0.948 -1.580 -9.016
H -0.893 -3.347 -9.123
H -2.168 -4.339 -7.559
H -4.395 -4.425 -6.543
H -1.267 -0.736 -5.358
H -7.562 -1.019 -3.497
H -8.954 0.154 -1.842
H -7.875 1.618 -0.148
H -5.447 1.927 -0.144
C 1.325 -2.551 -2.723
C 0.503 -1.291 -2.402
N -0.654 -1.629 -1.578
C -1.467 -2.655 -2.224
C -0.675 -3.980 -2.327
N 0.738 -3.679 -1.883
C 0.733 -3.307 -0.423
C -0.218 -2.083 -0.266
H 2.381 -2.450 -2.475
H 1.237 -2.859 -3.763
H 0.160 -0.845 -3.327
H 1.112 -0.541 -1.902
H -1.722 -2.316 -3.219
H -2.396 -2.795 -1.672
H -0.623 -4.355 -3.348
H -1.054 -4.766 -1.674
H 1.309 -4.505 -2.011
H 1.762 -3.074 -0.150
H 0.403 -4.185 0.130
H 0.325 -1.273 0.226
H -1.090 -2.339 0.339

Atom charges from the Löwdin analysis, given in e for atoms 1 to 2:
1. Cs 0.580
2. C -0.060

[2]
The following is a DFT calculation (ωB97M-V with the def2-TZVPD basis set) of a cluster of 9 separate species, C50H70N6O26S in total at a distorted geometry.

Values from the calculation:
Net charge   0
Structure (SMILES)   CCN(CCc1ccc2ncc(CCSc3nnco3)nc2c1N)C(C)=O.C[C@@H]1COC(=O)O1.C[C@@H]1COC(=O)O1.C[C@@H]1COC(=O)O1.C[C@@H]1COC(=O)O1.C[C@@H]1COC(=O)O1.C[C@@H]1COC(=O)O1.C[C@@H]1COC(=O)O1.C[C@@H]1COC(=O)O1
Highest occupied orbital energy   -7.40 eV

Element x y z (Å)
C 1.053 -5.422 -0.594
C 1.922 -5.672 -1.829
N 1.903 -4.449 -2.665
C 3.217 -3.985 -3.090
C 3.610 -2.689 -2.306
C 2.381 -1.824 -2.149
C 1.901 -1.511 -0.847
C 0.773 -0.757 -0.681
C 0.040 -0.261 -1.781
N -1.075 0.496 -1.557
C -1.684 0.884 -2.649
C -1.244 0.564 -3.962
C -2.000 1.019 -5.194
C -2.619 -0.234 -5.877
S -4.309 -0.524 -5.243
C -4.344 -2.035 -4.387
N -3.526 -2.527 -3.499
N -4.070 -3.729 -3.165
C -5.157 -3.926 -3.821
O -5.374 -2.864 -4.661
N -0.158 -0.128 -4.182
C 0.500 -0.555 -3.071
C 1.682 -1.329 -3.232
N 2.108 -1.581 -4.557
C 0.961 -4.507 -3.714
C 1.292 -4.962 -5.111
O -0.178 -4.184 -3.494
H 1.599 -4.853 0.154
H 0.737 -6.381 -0.174
H 0.149 -4.883 -0.869
H 1.443 -6.495 -2.369
H 2.930 -5.923 -1.517
H 3.992 -4.734 -2.910
H 3.275 -3.741 -4.147
H 4.010 -2.969 -1.335
H 4.342 -2.142 -2.908
H 2.467 -1.888 -0.005
H 0.430 -0.513 0.316
H -2.571 1.499 -2.526
H -2.793 1.712 -4.929
H -1.306 1.431 -5.920
H -2.010 -1.110 -5.670
H -2.701 -0.074 -6.948
H -5.806 -4.777 -3.754
H 3.118 -1.632 -4.596
H 1.812 -0.846 -5.186
H 1.327 -4.060 -5.726
H 0.467 -5.550 -5.501
H 2.258 -5.448 -5.241
C 1.622 -1.988 4.786
C 2.869 -2.514 4.123
C 3.464 -1.589 3.083
O 4.101 -2.513 2.184
C 3.427 -3.683 2.266
O 3.556 -4.589 1.502
O 2.580 -3.680 3.312
H 1.793 -1.004 5.224
H 0.800 -1.920 4.070
H 1.297 -2.665 5.576
H 3.600 -2.799 4.869
H 4.182 -0.895 3.484
H 2.702 -1.035 2.524
C -1.898 -5.694 4.048
C -1.756 -5.586 5.548
C -2.743 -4.650 6.201
O -2.020 -4.210 7.354
C -0.698 -4.284 7.055
O 0.165 -3.801 7.711
O -0.499 -4.983 5.905
H -2.919 -5.961 3.774
H -1.631 -4.753 3.567
H -1.225 -6.455 3.654
H -1.794 -6.579 6.005
H -3.666 -5.144 6.493
H -2.979 -3.781 5.581
C 0.574 6.573 -6.904
C -0.688 5.852 -7.308
C -1.573 5.446 -6.152
O -2.232 4.284 -6.673
C -1.406 3.731 -7.596
O -1.554 2.648 -8.063
O -0.393 4.575 -7.903
H 0.345 7.436 -6.278
H 1.243 5.904 -6.362
H 1.115 6.920 -7.785
H -1.245 6.443 -8.041
H -2.299 6.210 -5.882
H -1.008 5.157 -5.263
C 4.999 2.281 8.397
C 5.184 1.698 7.019
C 3.956 1.755 6.145
O 4.145 0.622 5.285
C 4.895 -0.282 5.965
O 5.066 -1.414 5.633
O 5.420 0.274 7.076
H 4.624 3.302 8.336
H 4.306 1.675 8.982
H 5.946 2.295 8.935
H 6.040 2.164 6.526
H 3.895 2.673 5.569
H 3.024 1.615 6.701
C 3.205 8.095 5.527
C 4.198 7.075 5.041
C 3.597 5.721 4.751
O 4.712 4.840 4.989
C 5.517 5.452 5.895
O 6.411 4.910 6.465
O 5.164 6.743 6.062
H 2.377 8.177 4.830
H 2.820 7.826 6.513
H 3.677 9.074 5.628
H 4.745 7.458 4.176
H 3.244 5.624 3.728
H 2.788 5.456 5.434
C -2.394 -7.234 -4.529
C -1.383 -8.281 -4.929
C -1.934 -9.670 -5.149
O -0.815 -10.498 -4.814
C -0.058 -9.810 -3.919
O 0.826 -10.279 -3.282
O -0.456 -8.514 -3.853
H -3.215 -7.177 -5.246
H -2.798 -7.438 -3.537
H -1.911 -6.257 -4.476
H -0.816 -7.939 -5.801
H -2.248 -9.843 -6.176
H -2.760 -9.911 -4.475
C -2.616 10.233 4.433
C -2.123 8.810 4.529
C -1.733 8.374 5.922
O -0.731 7.382 5.657
C -0.165 7.692 4.468
O 0.835 7.196 4.050
O -0.879 8.638 3.822
H -3.437 10.405 5.129
H -1.810 10.935 4.648
H -2.968 10.448 3.425
H -2.854 8.126 4.092
H -2.560 7.944 6.481
H -1.281 9.178 6.509
C -7.784 2.925 -2.244
C -6.441 3.199 -2.873
C -5.531 2.000 -2.939
O -4.230 2.592 -2.914
C -4.346 3.776 -2.248
O -3.428 4.428 -1.874
O -5.652 4.104 -2.075
H -8.283 2.094 -2.743
H -7.673 2.694 -1.184
H -8.426 3.804 -2.314
H -6.570 3.652 -3.859
H -5.646 1.425 -3.850
H -5.642 1.335 -2.078

Atom charges from the Löwdin analysis, given in e for atoms 1 to 2:
1. C -0.068
2. C -0.174

[3]
The following is a DFT calculation (ωB97M-V with the def2-TZVPD basis set) of a structure of composition C50H74Cl5N3P2SbSi5Tc at a distorted geometry.

Values from the calculation:
Net charge   -1
Highest occupied orbital energy (spin up / spin down)   -4.04 / -4.35 eV
Multiplicity   2
<S²>   0.76

Element x y z (Å)
Tc -0.044 -1.309 -0.339
C -0.867 -4.129 3.180
Si -0.415 -2.332 3.491
C -1.964 -1.360 3.932
C 0.599 -2.330 5.092
N 0.330 -1.606 2.115
P 1.874 -1.494 1.736
C 1.943 -1.030 0.092
P 2.594 0.431 -0.553
N 1.539 1.578 -0.814
Si 1.676 3.082 -1.594
C 3.251 4.102 -1.366
C 1.440 2.977 -3.443
C 0.316 4.163 -0.891
C 3.453 -0.071 -2.109
C 4.365 0.770 -2.754
C 4.924 0.414 -3.975
C 4.574 -0.789 -4.577
C 3.669 -1.633 -3.948
C 3.115 -1.276 -2.722
C 3.995 1.061 0.444
C 3.773 2.119 1.321
C 4.829 2.674 2.034
C 6.117 2.181 1.871
C 6.346 1.110 1.017
C 5.286 0.547 0.316
C 2.788 -0.474 2.947
C 2.068 0.473 3.670
C 2.700 1.288 4.603
C 4.068 1.168 4.806
C 4.801 0.241 4.071
C 4.165 -0.575 3.142
C 2.842 -3.060 1.856
C 2.922 -3.775 3.056
C 3.714 -4.910 3.163
C 4.443 -5.352 2.064
C 4.384 -4.643 0.873
C 3.592 -3.501 0.773
H -0.636 -4.756 4.051
H -0.311 -4.524 2.321
H -1.937 -4.242 2.967
H -2.856 -2.000 3.915
H -2.135 -0.537 3.233
H -1.881 -0.933 4.939
H -0.030 -1.966 5.910
H 1.486 -1.692 5.056
H 0.928 -3.340 5.359
H 4.168 3.505 -1.334
H 3.215 4.679 -0.434
H 3.341 4.810 -2.200
H 1.362 3.979 -3.888
H 0.526 2.427 -3.681
H 2.279 2.454 -3.918
H 0.493 4.345 0.177
H -0.658 3.665 -0.993
H 0.259 5.140 -1.396
H 4.639 1.716 -2.299
H 5.629 1.080 -4.462
H 5.003 -1.064 -5.534
H 3.394 -2.574 -4.413
H 2.408 -1.925 -2.218
H 2.766 2.510 1.422
H 4.647 3.502 2.709
H 6.942 2.625 2.417
H 7.349 0.718 0.890
H 5.464 -0.294 -0.345
H 0.998 0.554 3.504
H 2.126 2.011 5.171
H 4.570 1.802 5.530
H 5.870 0.153 4.221
H 4.739 -1.300 2.576
H 2.364 -3.438 3.920
H 3.767 -5.448 4.103
H 5.062 -6.238 2.142
H 4.955 -4.978 0.013
H 3.557 -2.928 -0.145
Cl -2.996 -1.937 0.798
C -2.178 -3.373 0.254
C -0.882 -3.237 -0.223
C -0.305 -4.427 -0.668
Cl 1.307 -4.418 -1.327
C -0.962 -5.663 -0.614
Cl -0.178 -7.106 -1.161
C -2.259 -5.737 -0.124
Cl -3.093 -7.247 -0.067
C -2.881 -4.578 0.309
Cl -4.499 -4.637 0.918
C -2.464 -1.496 -3.459
C -0.950 -1.294 -3.327
C -0.255 -2.540 -3.859
C -0.520 -0.066 -4.125
N -0.611 -1.065 -1.933
H -2.740 -1.638 -4.511
H -3.004 -0.631 -3.068
H -2.771 -2.381 -2.891
H -0.494 -2.665 -4.920
H -0.594 -3.424 -3.315
H 0.826 -2.464 -3.748
H -0.663 -0.239 -5.195
H 0.533 0.155 -3.935
H -1.113 0.802 -3.821
C -2.383 4.101 -3.195
Si -3.776 3.192 -2.356
C -4.921 4.516 -1.689
C -4.632 2.285 -3.774
Sb -3.080 1.313 -0.774
Si -5.530 0.535 -0.476
C -6.099 0.036 1.231
C -6.865 1.726 -1.044
C -5.670 -1.005 -1.548
Si -2.684 2.562 1.439
C -3.804 1.997 2.822
C -2.884 4.415 1.331
C -0.938 2.106 1.916
H -2.814 4.871 -3.848
H -1.785 3.420 -3.812
H -1.699 4.588 -2.493
H -4.336 5.364 -1.308
H -5.554 4.155 -0.874
H -5.572 4.881 -2.493
H -5.387 2.923 -4.251
H -5.125 1.358 -3.462
H -3.888 2.013 -4.533
H -5.449 -0.711 1.702
H -6.175 0.894 1.904
H -7.099 -0.404 1.119
H -7.020 2.517 -0.301
H -7.807 1.171 -1.150
H -6.644 2.207 -2.001
H -4.690 -1.462 -1.713
H -6.098 -0.770 -2.531
H -6.308 -1.754 -1.063
H -3.953 0.911 2.813
H -4.791 2.471 2.756
H -3.354 2.264 3.786
H -3.941 4.676 1.202
H -2.324 4.843 0.491
H -2.522 4.879 2.257
H -0.938 1.144 2.445
H -0.491 2.864 2.576
H -0.288 1.984 1.041

Atom charges from the Löwdin analysis, given in e for atoms 1 to 2:
1. Tc 1.209
2. C -0.162